No. 1
Here is the molecule C2H4N2O in a non-equilibrium geometry from the OMol25 dataset. Energies are from ωB97M-V with the def2-TZVPD basis set.

Last column: natural (NBO) charge in e.
Atoms and positions in Å:
H (1.619, 1.254, -0.556)  0.36
N (0.875, 1.145, 0.137)  -0.41
C (0.237, -0.048, -0.048)  0.28
C (-1.241, -0.196, 0.053)  -0.67
N (1.127, -1.032, -0.108)  -0.01
O (2.229, -0.432, 0.254)  -0.27
H (-1.517, -1.249, -0.009)  0.24
H (-1.580, 0.198, 1.015)  0.25
H (-1.749, 0.360, -0.738)  0.24

Summary:
structure (SMILES)	[H]/N=C(/C)N=O
HOMO-LUMO gap (spin up / spin down)	7.7631 / 8.0001	eV
total charge	0
2S+1	1
calculated total energy	-263.17330	Ha
E_HOMO (spin up / spin down)	-9.757 / -9.823	eV



No. 2
Here is a structure of composition C2H3NOS3 in a non-equilibrium geometry from the OMol25 dataset. Energies are from ωB97M-V with the def2-TZVPD basis set.

Last column: natural (NBO) charge in e.
Atoms and positions in Å:
C (0.150, 0.364, -0.067)  0.00
C (-1.397, 0.065, -0.179)  0.22
H (2.734, -2.081, 1.840)  0.11
H (0.391, -1.652, -0.039)  0.45
H (-0.995, 1.836, -0.519)  0.43
N (0.851, -0.680, 0.028)  -0.66
O (-1.950, 1.237, -0.344)  -0.63
S (2.597, -0.880, -0.240)  0.24
S (0.602, 1.899, 0.270)  -0.02
S (-2.262, -1.382, 0.142)  -0.13

Summary:
HOMO-LUMO gap	5.6986	eV
total charge	0
2S+1	1
calculated total energy	-1402.36705	Ha
E_HOMO	-9.021	eV



No. 3
Here is a structure of composition C43H66BiN7O3SSe in a non-equilibrium geometry from the OMol25 dataset. Energies are from ωB97M-V with the def2-TZVPD basis set.

Last column: Löwdin charge in e.
Atoms and positions in Å:
Bi (0.902, -0.251, 1.368)  2.02
C (0.972, -3.440, 0.827)  -0.09
N (-0.070, -2.421, 0.793)  -0.35
C (-1.079, -2.737, 1.796)  -0.07
C (-0.620, -2.349, -0.558)  -0.16
C (-1.520, -1.138, -0.774)  -0.13
N (-0.804, 0.076, -0.429)  -0.27
C (-1.705, 1.137, 0.039)  -0.15
C (-2.625, 0.833, 1.198)  -0.15
C (-3.985, 1.107, 1.071)  0.00
C (-4.840, 1.047, 2.157)  -0.17
C (-4.281, 0.710, 3.389)  0.02
C (-2.942, 0.430, 3.574)  -0.07
C (-2.087, 0.478, 2.444)  -0.31
O (-0.799, 0.212, 2.591)  -0.36
C (-2.373, 0.152, 4.961)  -0.52
C (-1.711, -1.230, 4.985)  -0.04
C (-3.439, 0.177, 6.062)  -0.06
C (-1.329, 1.226, 5.290)  -0.06
C (-6.327, 1.367, 2.091)  -0.56
C (-7.120, 0.104, 2.452)  -0.04
C (-6.656, 2.479, 3.097)  -0.04
C (-6.778, 1.843, 0.708)  -0.07
C (0.046, 0.629, -1.508)  -0.15
C (0.896, -0.275, -2.374)  -0.16
C (0.562, -0.358, -3.721)  0.00
C (1.387, -0.989, -4.635)  -0.17
C (2.565, -1.519, -4.129)  -0.01
C (2.973, -1.447, -2.809)  -0.07
C (2.099, -0.837, -1.865)  -0.31
O (2.352, -0.770, -0.583)  -0.29
C (4.358, -2.049, -2.544)  -0.52
C (5.389, -1.418, -3.498)  -0.05
C (4.904, -1.840, -1.132)  -0.05
C (4.275, -3.564, -2.796)  -0.04
C (1.119, -1.102, -6.128)  -0.56
C (2.306, -0.514, -6.909)  -0.05
C (0.944, -2.581, -6.502)  -0.04
C (-0.137, -0.345, -6.564)  -0.07
H (0.545, -4.433, 0.667)  0.11
H (1.479, -3.407, 1.785)  0.07
H (1.707, -3.239, 0.055)  0.08
H (-1.597, -3.668, 1.555)  0.11
H (-1.803, -1.934, 1.885)  0.08
H (-0.581, -2.844, 2.755)  0.08
H (-1.184, -3.261, -0.790)  0.14
H (0.219, -2.265, -1.252)  0.11
H (-2.407, -1.191, -0.136)  0.12
H (-1.838, -1.118, -1.827)  0.14
H (-2.318, 1.486, -0.810)  0.13
H (-1.062, 1.956, 0.363)  0.09
H (-4.361, 1.393, 0.100)  0.10
H (-4.924, 0.692, 4.252)  0.09
H (-2.430, -2.007, 4.729)  0.09
H (-1.314, -1.432, 5.978)  0.08
H (-0.889, -1.251, 4.282)  0.03
H (-4.199, -0.584, 5.897)  0.08
H (-3.909, 1.154, 6.137)  0.08
H (-2.955, -0.034, 7.013)  0.09
H (-0.542, 1.237, 4.543)  0.05
H (-0.880, 1.021, 6.259)  0.08
H (-1.792, 2.211, 5.318)  0.07
H (-6.868, -0.238, 3.451)  0.08
H (-6.889, -0.696, 1.752)  0.09
H (-8.189, 0.303, 2.413)  0.08
H (-6.453, 2.166, 4.116)  0.07
H (-7.708, 2.747, 3.035)  0.08
H (-6.062, 3.367, 2.893)  0.09
H (-6.636, 1.069, -0.043)  0.08
H (-6.237, 2.736, 0.403)  0.08
H (-7.838, 2.088, 0.737)  0.08
H (0.719, 1.337, -1.014)  0.08
H (-0.609, 1.193, -2.190)  0.13
H (-0.361, 0.104, -4.041)  0.10
H (3.211, -2.028, -4.823)  0.09
H (5.448, -0.345, -3.325)  0.09
H (5.152, -1.579, -4.545)  0.07
H (6.371, -1.851, -3.315)  0.08
H (4.735, -0.821, -0.798)  0.06
H (5.977, -2.030, -1.126)  0.09
H (4.444, -2.535, -0.438)  0.07
H (4.035, -3.787, -3.833)  0.08
H (3.502, -3.999, -2.165)  0.09
H (5.224, -4.038, -2.556)  0.09
H (3.226, -1.057, -6.710)  0.07
H (2.463, 0.527, -6.632)  0.09
H (2.112, -0.567, -7.979)  0.08
H (1.833, -3.155, -6.257)  0.08
H (0.759, -2.681, -7.571)  0.08
H (0.102, -3.011, -5.962)  0.09
H (-0.069, 0.708, -6.300)  0.08
H (-1.030, -0.766, -6.110)  0.08
H (-0.244, -0.415, -7.645)  0.08
C (2.232, 3.764, -1.559)  0.00
C (2.230, 3.142, -0.185)  -0.28
N (1.286, 3.287, 0.665)  0.06
N (0.174, 3.970, 0.428)  -0.05
C (-0.742, 4.134, 1.440)  -0.93
N (-1.950, 4.622, 1.041)  0.09
S (-0.399, 3.824, 3.008)  0.71
C (3.349, 2.327, 0.298)  -0.24
C (4.581, 2.260, -0.355)  0.00
C (5.616, 1.558, 0.236)  -0.06
C (5.404, 0.941, 1.459)  -0.05
C (4.132, 1.022, 2.009)  -0.16
N (3.138, 1.677, 1.445)  0.05
H (1.558, 3.218, -2.220)  0.08
H (3.218, 3.752, -2.009)  0.06
H (1.896, 4.800, -1.501)  0.08
H (-0.032, 4.365, -0.494)  0.15
H (-2.271, 4.483, 0.096)  0.09
H (-2.660, 4.628, 1.753)  0.09
H (4.749, 2.752, -1.300)  0.10
H (6.575, 1.495, -0.256)  0.11
H (6.198, 0.415, 1.964)  0.11
H (3.898, 0.542, 2.951)  0.11
O (3.410, -2.050, 1.517)  -0.11
H (4.041, -1.495, 1.974)  0.03
H (3.165, -1.594, 0.691)  -0.05
Se (2.284, -1.136, 5.855)  0.63
C (1.704, -1.304, 4.268)  -1.00
N (1.303, -1.455, 3.165)  -0.16

Summary:
HOMO-LUMO gap	7.3036	eV
total charge	0
2S+1	1
calculated total energy	-5301.37755	Ha
E_HOMO	-7.620	eV



No. 4
Here is a cluster of 2 separate species, C8H18BrN in total in a non-equilibrium geometry from the OMol25 dataset. Energies are from ωB97M-V with the def2-TZVPD basis set.

Last column: natural (NBO) charge in e.
Atoms and positions in Å:
C (17.866, 30.036, -9.348)  -0.65
C (17.497, 31.382, -8.845)  -0.43
C (16.188, 31.925, -9.504)  -0.17
N (15.760, 33.352, -8.899)  -0.22
C (16.965, 34.332, -8.863)  -0.57
C (14.716, 34.013, -9.708)  -0.26
C (13.937, 34.927, -8.800)  -0.53
C (14.173, 34.399, -7.392)  -0.65
C (15.097, 33.210, -7.501)  -0.45
H (18.286, 29.961, -10.351)  0.28
H (17.059, 29.325, -9.528)  0.22
H (18.538, 29.472, -8.702)  0.21
H (18.278, 32.092, -9.115)  0.22
H (17.280, 31.382, -7.777)  0.20
H (15.282, 31.322, -9.453)  0.21
H (16.344, 32.129, -10.564)  0.23
H (17.461, 34.155, -9.817)  0.21
H (17.603, 34.146, -7.998)  0.22
H (16.536, 35.333, -8.823)  0.21
H (15.098, 34.539, -10.583)  0.23
H (14.128, 33.153, -10.028)  0.21
H (14.148, 35.987, -8.945)  0.21
H (12.901, 34.848, -9.127)  0.22
H (14.481, 35.215, -6.739)  0.22
H (13.285, 34.085, -6.844)  0.23
H (15.775, 33.066, -6.660)  0.22
H (14.615, 32.234, -7.553)  0.20
Br (18.172, 29.731, -13.315)  -0.99

Summary:
HOMO-LUMO gap (spin up / spin down)	3.1199 / 7.0220	eV
total charge	-1
2S+1	2
calculated total energy	-2944.30724	Ha
E_HOMO (spin up / spin down)	-0.161 / -4.029	eV



No. 5
Here is a structure of composition C8H9IN2O in a non-equilibrium geometry from the OMol25 dataset. Energies are from ωB97M-V with the def2-TZVPD basis set.

Last column: natural (NBO) charge in e.
Atoms and positions in Å:
C (-2.351, 0.059, 1.013)  -0.11
C (-3.305, 0.551, 0.253)  -0.30
C (-0.913, 0.161, 0.585)  -0.24
C (-0.638, 0.681, -0.789)  0.16
C (-2.981, 1.321, -0.959)  0.64
C (0.514, 0.532, -1.392)  -0.44
C (-0.008, -0.349, 1.354)  0.07
C (3.359, -1.869, 0.679)  -0.46
N (-1.725, 1.199, -1.422)  -0.58
N (2.871, -0.606, 0.624)  -0.68
O (-3.743, 1.936, -1.641)  -0.57
I (3.870, 0.851, 1.386)  0.40
H (-2.339, -0.524, 1.950)  0.23
H (-4.287, 0.763, 0.617)  0.24
H (0.573, 1.018, -2.353)  0.19
H (1.313, 0.043, -0.916)  0.24
H (1.003, -0.562, 1.432)  0.22
H (2.508, -2.426, 0.753)  0.21
H (3.742, -2.132, -0.323)  0.20
H (4.139, -1.995, 1.489)  0.19
H (-1.603, 1.347, -2.338)  0.40

Summary:
HOMO-LUMO gap (spin up / spin down)	4.8372 / 3.6028	eV
total charge	0
2S+1	1
calculated total energy	-792.36384	Ha
E_HOMO (spin up / spin down)	-7.435 / -6.921	eV



No. 6
Here is a structure of composition C44H54F5IrN3O2SSe3 in a non-equilibrium geometry from the OMol25 dataset. Energies are from ωB97M-V with the def2-TZVPD basis set.

Last column: Mulliken spin population.
Atoms and positions in Å:
Ir (1.479, -1.626, -0.530)  1.39
C (-4.460, 0.047, 4.111)  0.03
C (-4.158, -0.086, 2.626)  0.03
C (-4.430, 1.238, 1.903)  0.01
C (-5.200, -1.082, 2.053)  0.03
C (-2.745, -0.635, 2.405)  0.05
C (-1.787, 0.038, 1.635)  -0.04
C (-0.678, -0.698, 1.175)  0.11
N (0.362, -0.222, 0.360)  0.37
C (0.393, 1.156, -0.031)  0.11
C (-0.730, 1.754, -0.592)  0.01
C (-0.755, 3.135, -0.894)  0.12
C (0.307, 3.907, -0.387)  -0.02
C (1.358, 3.331, 0.367)  0.03
C (1.583, 1.890, 0.361)  0.24
O (2.611, 1.264, 0.684)  0.35
C (2.303, 4.253, 1.103)  0.07
C (3.573, 4.447, 0.311)  0.03
C (1.695, 5.671, 1.386)  0.00
C (2.654, 3.599, 2.516)  0.02
C (-1.927, 3.781, -1.637)  0.02
C (-2.285, 2.968, -2.895)  0.03
C (-1.540, 5.242, -2.040)  0.01
C (-3.141, 3.777, -0.701)  0.03
C (-0.552, -2.057, 1.551)  0.21
O (0.374, -2.709, 0.864)  0.24
C (-1.382, -2.655, 2.545)  0.10
C (-2.498, -1.917, 2.928)  0.13
C (-0.992, -3.942, 3.219)  -0.01
C (-0.912, -5.064, 2.131)  0.00
C (-1.985, -4.383, 4.301)  0.00
C (0.431, -3.746, 3.858)  0.01
H (-5.479, 0.468, 4.278)  0.00
H (-4.478, -0.946, 4.667)  0.00
H (-3.727, 0.679, 4.625)  0.00
H (-5.413, 1.609, 2.190)  0.00
H (-3.767, 2.035, 2.218)  0.00
H (-4.398, 1.190, 0.830)  0.00
H (-6.209, -0.726, 2.168)  0.00
H (-5.038, -1.295, 0.976)  -0.01
H (-5.215, -2.071, 2.562)  0.00
H (-1.846, 1.070, 1.439)  0.03
H (-1.576, 1.125, -0.906)  -0.02
H (0.368, 4.936, -0.643)  0.00
H (3.329, 4.901, -0.666)  0.00
H (4.247, 5.059, 0.895)  0.00
H (4.022, 3.497, 0.123)  -0.01
H (1.386, 6.200, 0.471)  0.00
H (0.763, 5.631, 1.966)  0.00
H (2.359, 6.347, 1.890)  0.00
H (3.105, 2.619, 2.376)  0.00
H (3.281, 4.285, 3.098)  0.00
H (1.726, 3.488, 3.086)  0.00
H (-1.557, 2.987, -3.710)  -0.01
H (-2.465, 1.939, -2.619)  0.00
H (-3.236, 3.297, -3.296)  0.00
H (-0.665, 5.256, -2.677)  0.00
H (-2.423, 5.657, -2.607)  0.00
H (-1.394, 5.905, -1.186)  0.00
H (-3.572, 2.777, -0.517)  0.00
H (-2.903, 4.260, 0.272)  0.00
H (-3.970, 4.411, -1.031)  0.00
H (-3.208, -2.363, 3.615)  0.01
H (-1.800, -5.026, 1.488)  0.00
H (-0.097, -4.925, 1.422)  0.00
H (-0.897, -6.006, 2.634)  0.00
H (-3.025, -4.460, 3.917)  0.00
H (-1.736, -5.340, 4.772)  0.00
H (-1.963, -3.656, 5.095)  0.00
H (1.174, -3.590, 3.059)  0.00
H (0.398, -2.936, 4.612)  0.00
H (0.681, -4.687, 4.380)  0.00
C (5.890, 0.001, -3.120)  0.00
Se (5.216, 0.390, -1.262)  0.64
C (5.861, -1.311, -0.444)  0.01
C (5.071, -2.542, -0.791)  0.01
Se (3.450, -3.112, 0.321)  0.13
C (3.763, -1.938, 1.897)  0.02
H (6.999, 0.053, -3.131)  0.02
H (5.473, 0.763, -3.794)  0.00
H (5.630, -0.999, -3.481)  0.00
H (5.717, -1.133, 0.634)  0.01
H (6.922, -1.336, -0.748)  0.01
H (5.633, -3.502, -0.703)  0.01
H (4.565, -2.466, -1.791)  0.00
H (4.595, -2.339, 2.530)  0.00
H (2.790, -2.006, 2.386)  0.01
H (3.891, -0.912, 1.564)  -0.01
Se (1.992, -4.359, -2.644)  0.01
N (0.856, -3.218, -1.881)  0.12
C (-0.438, -3.707, -1.989)  -0.05
C (-1.620, -2.987, -1.741)  0.05
C (-2.807, -3.650, -2.003)  0.00
C (-2.836, -5.013, -2.307)  0.00
C (-1.701, -5.740, -2.529)  0.00
C (-0.490, -5.030, -2.509)  0.00
N (0.698, -5.478, -3.004)  0.00
H (-1.640, -1.944, -1.392)  -0.03
H (-3.736, -3.157, -1.944)  0.00
H (-3.791, -5.461, -2.525)  0.00
H (-1.681, -6.794, -2.625)  0.00
F (-0.086, 2.812, -6.156)  0.00
C (0.546, 1.989, -5.279)  0.00
C (1.561, 2.521, -4.491)  0.00
F (1.951, 3.818, -4.653)  0.00
C (2.155, 1.767, -3.474)  0.00
F (3.042, 2.344, -2.643)  0.01
C (1.739, 0.459, -3.266)  0.09
S (2.693, -0.497, -2.059)  0.29
C (0.730, -0.076, -4.082)  -0.02
F (0.366, -1.360, -3.942)  -0.01
C (0.126, 0.692, -5.061)  0.00
F (-0.845, 0.176, -5.818)  0.00

Summary:
HOMO-LUMO gap (spin up / spin down)	6.0641 / 5.2508	eV
total charge	+2
2S+1	6
calculated total energy	-10229.19640	Ha
E_HOMO (spin up / spin down)	-12.343 / -13.155	eV